Record 1
Entry from the OMol25 dataset: the ion C5H11N with charge +1 at a distorted geometry (ωB97M-V with the def2-TZVPD basis set).

multiplicity	2
energy	-251.52040	hartree
maximum force	3.9	eV/Å
total charge	+1
E_HOMO (spin up / spin down)	-15.09 / -15.47	eV
orbital gap (spin up / spin down)	0.4131 / 0.2797	Ha

Last column: natural (NBO) charge in e.
Geometry (Å):
H: -2.242665 0.594443 -2.138318  0.23
H: -1.063408 1.786261 -1.346393  0.20
H: -0.402690 -1.088481 -1.261064  0.28
C: -1.926041 1.112429 -1.203201  -0.63
H: -0.590982 -1.672745 0.620956  0.24
H: -2.626273 -0.341575 0.148726  0.24
H: -1.709247 0.792896 0.904938  0.22
C: 1.806932 -0.661006 0.881939  0.09
C: -1.727024 0.190855 -0.025868  -0.41
H: 1.625988 -1.683607 1.158551  0.22
H: 0.900686 1.053479 -0.136202  0.24
H: -2.728673 1.887634 -0.992250  0.24
H: 3.663971 -1.181226 1.447710  0.43
C: 0.804409 -0.010337 0.233211  0.06
C: -0.500535 -0.790480 -0.174805  -0.46
H: 3.615009 0.290602 0.587464  0.43
N: 3.100542 -0.279143 1.294605  -0.60

Forces on the atoms, in the same order (eV/Å):
0.579 0.348 0.628
-0.013 -0.571 -0.399
-0.081 -0.100 1.210
-0.884 1.592 -0.399
0.153 1.516 -2.205
-0.759 -1.155 -0.159
0.706 -0.255 -0.344
3.214 -0.607 1.876
0.611 0.495 0.423
-0.397 -0.273 0.363
-0.055 -1.203 0.660
0.626 -1.163 -0.070
-0.905 1.950 0.295
-2.087 1.108 -2.272
0.779 0.461 2.192
-0.528 0.243 1.188
-0.958 -2.385 -2.988

=====

Record 2
Entry from the OMol25 dataset: a cluster of 2 separate species, C5H11N2 in total at a distorted geometry (ωB97M-V with the def2-TZVPD basis set).

multiplicity	1
energy	-306.20497	hartree
maximum force	4.6	eV/Å
total charge	+1
E_HOMO (spin up / spin down)	-13.30 / -13.30	eV
orbital gap (spin up / spin down)	0.3238 / 0.3238	Ha

Last column: natural (NBO) charge in e.
Geometry (Å):
H: 1.636956 2.573964 -0.314602  0.23
H: -0.743437 1.215504 -1.355187  0.39
N: -0.943203 0.665175 -0.594581  -0.57
H: -0.672357 -2.493149 0.247264  0.24
C: 1.610155 1.737085 -1.009615  -0.43
H: -2.839731 1.213909 -0.066354  0.22
H: 1.090440 -1.304547 2.562861  0.26
H: 0.720187 1.889996 -1.669197  0.17
C: -2.356713 0.331495 -0.321453  -0.40
H: 0.972525 -3.191480 2.516392  0.28
C: -0.040429 -2.151106 1.023195  0.04
H: -2.764723 0.034506 -1.261357  0.22
H: -2.492582 -0.369815 0.556895  0.24
H: 2.177130 -0.220298 -0.290674  0.43
N: 1.417050 0.420739 -0.258441  -0.60
C: 0.697215 -2.156042 2.098721  -0.45
H: 2.416143 1.746441 -1.730864  0.24
C: 0.115374 0.057621 -0.133002  0.47

Forces on the atoms, in the same order (eV/Å):
0.268 -0.133 -0.005
-0.191 2.095 -2.036
0.564 -1.873 2.286
-0.146 -0.820 -0.179
-1.213 -0.595 -0.329
-0.867 1.734 0.620
0.637 1.100 0.467
0.897 0.056 0.506
1.276 -1.234 0.661
-0.648 1.556 -0.359
1.071 3.475 -0.175
-0.564 -0.846 -0.363
0.480 0.547 -1.407
0.089 -0.728 0.419
-2.786 2.743 -1.896
-0.680 -3.086 -1.090
0.555 -0.279 0.406
1.257 -3.712 2.473

=====

Record 3
Entry from the OMol25 dataset: the ion C5H11N2 with charge +1 at a distorted geometry (ωB97M-V with the def2-TZVPD basis set).

multiplicity	1
energy	-306.33138	hartree
maximum force	1.0	eV/Å
total charge	+1
E_HOMO	-12.61	eV
orbital gap	0.3327	Ha

Last column: natural (NBO) charge in e.
Geometry (Å):
H: -1.108756 1.171219 0.554355  0.22
N: 0.280909 0.197938 -1.388095  -0.47
C: 0.288671 0.110040 1.796939  -0.23
C: -0.428542 -0.614440 -0.513986  0.12
C: -0.822261 0.130165 0.749180  -0.46
H: -0.577366 -0.295462 -3.212356  0.17
N: 0.977486 1.433336 1.918825  -0.67
C: -0.585114 -1.932993 -0.558628  -0.41
H: 1.030881 -0.647018 1.568589  0.24
H: -1.716778 -0.305037 1.165572  0.26
H: -1.026733 -2.455688 0.279016  0.21
H: 0.259929 2.169422 2.027282  0.44
H: 1.428042 1.681342 1.034459  0.45
H: 0.829848 0.918412 -3.188095  0.19
H: 1.673953 1.430671 2.664115  0.45
H: -0.035956 -0.177814 2.799618  0.23
H: -0.217709 -2.534572 -1.375888  0.22
C: 0.157652 0.254773 -2.638079  0.02

Forces on the atoms, in the same order (eV/Å):
0.089 -0.090 -0.268
0.770 0.410 0.272
-0.014 -0.897 0.472
-0.509 0.047 0.553
-0.079 0.286 0.014
-0.276 -0.258 -0.018
-0.479 0.445 -0.681
0.158 -0.043 -0.263
0.304 0.145 -0.335
-0.196 -0.340 0.193
-0.119 0.009 -0.067
0.489 -0.252 0.525
0.245 -0.243 -0.120
-0.163 -0.166 0.077
-0.115 0.294 0.068
-0.321 0.422 -0.074
0.030 0.014 -0.107
0.187 0.217 -0.242

=====

Record 4
Entry from the OMol25 dataset: the ion C5H11N2 with charge +1 at a distorted geometry (ωB97M-V with the def2-TZVPD basis set).

multiplicity	1
energy	-306.35087	hartree
maximum force	4.7	eV/Å
total charge	+1
E_HOMO	-14.13	eV
orbital gap	0.3828	Ha

Last column: natural (NBO) charge in e.
Geometry (Å):
H: -2.024390 -1.556669 -0.740405  0.45
C: -1.379900 0.203942 -0.086349  0.58
C: 0.406275 -1.753728 0.356736  -0.66
H: 2.835543 -0.004751 0.430385  0.23
C: 0.913907 0.707772 -0.202421  -0.08
H: -3.060755 -0.102685 -0.915180  0.41
H: 0.355249 1.601818 -0.427295  0.18
H: -0.409716 -2.058713 1.005359  0.22
H: 1.339332 -1.923320 0.993422  0.27
H: -2.577973 1.594318 0.532437  0.39
C: 2.420615 0.764799 -0.265229  -0.68
N: -1.671799 1.327891 0.587416  -0.71
H: 0.409913 -2.344776 -0.488808  0.23
H: -1.084736 2.068472 0.906060  0.44
N: -2.244770 -0.546792 -0.755732  -0.71
H: 2.754582 1.735421 0.183112  0.25
C: 0.088574 -0.260470 0.121430  -0.09
H: 2.930056 0.547472 -1.234930  0.26

Forces on the atoms, in the same order (eV/Å):
-0.750 0.950 -0.659
3.390 -0.627 2.262
0.010 2.234 3.276
-0.324 0.411 -0.488
1.097 1.066 -0.476
-3.875 0.555 -0.915
0.721 0.669 -0.322
-0.082 -0.672 0.158
-1.116 0.467 -1.170
-3.514 1.268 -0.122
0.623 -0.515 1.335
0.694 -1.905 -1.593
0.208 -1.107 -1.950
1.039 -0.305 0.177
4.168 -0.777 1.921
-0.177 -0.688 -0.810
-1.278 -1.554 -1.135
-0.836 0.529 0.513